[1]
C36H40N9PPdSe2 as an isolated structure, computed with ωB97M-V/def2-TZVPD.

The geometry in XYZ format:
```
89
Properties=species:S:1:pos:R:3:lowdin_spin:R:1
Pd -19.010 -2.731 -2.436 1.00
Se -20.551 -0.567 -1.868 0.61
P -19.229 -0.717 -0.120 0.01
Se -17.523 -0.763 -1.477 0.52
C -19.369 -2.323 0.658 0.01
C -18.218 -3.056 0.972 0.01
C -18.304 -4.245 1.673 0.00
C -19.563 -4.716 2.053 0.01
C -20.708 -3.998 1.741 0.00
C -20.605 -2.791 1.067 0.01
C -19.393 0.563 1.113 0.00
C -20.634 1.215 1.188 0.00
C -20.878 1.996 2.294 0.00
C -19.914 2.139 3.282 0.00
C -18.683 1.517 3.173 0.00
C -18.406 0.684 2.096 0.00
H -17.234 -2.672 0.713 0.01
H -17.426 -4.791 1.961 0.00
H -19.626 -5.636 2.600 0.00
H -21.695 -4.342 2.036 0.00
H -21.534 -2.232 0.882 0.00
H -21.396 1.100 0.414 0.01
H -21.837 2.495 2.388 0.00
H -20.133 2.780 4.147 0.00
H -17.973 1.646 3.967 0.00
H -17.435 0.183 1.986 0.00
C -19.754 -1.291 -5.494 0.03
N -18.890 -2.150 -6.301 0.00
C -19.506 -2.415 -7.614 0.00
C -18.079 -3.068 -5.692 0.02
N -18.122 -3.282 -4.369 0.17
C -17.069 -3.782 -3.623 0.07
C -15.771 -3.264 -3.827 0.11
C -14.662 -3.704 -3.108 0.02
C -14.830 -4.683 -2.159 0.15
C -16.090 -5.205 -1.858 -0.01
C -16.168 -6.313 -0.992 0.06
C -17.349 -6.934 -0.746 -0.01
C -18.539 -6.459 -1.327 0.07
C -18.535 -5.370 -2.197 0.00
N -19.735 -4.762 -2.630 0.07
C -20.857 -5.420 -2.880 0.00
N -22.064 -4.837 -2.836 0.00
C -22.342 -3.682 -2.002 0.01
C -23.137 -5.238 -3.777 0.01
N -20.874 -6.729 -3.306 0.00
C -21.884 -7.655 -2.815 0.00
C -19.836 -7.322 -4.133 0.00
C -17.271 -4.755 -2.541 0.04
N -17.274 -3.804 -6.483 0.01
C -16.623 -3.210 -7.683 0.00
C -16.970 -5.221 -6.271 0.00
H -20.084 -0.424 -6.105 0.00
H -19.185 -0.862 -4.649 0.01
H -20.755 -2.780 -4.343 0.01
H -20.563 -2.742 -7.521 0.00
H -18.957 -3.194 -8.121 0.00
H -19.480 -1.489 -8.199 0.00
H -15.656 -2.483 -4.581 0.00
H -13.685 -3.322 -3.331 0.00
H -13.972 -5.081 -1.651 0.01
H -15.250 -6.672 -0.537 0.00
H -17.385 -7.830 -0.132 0.00
H -19.494 -6.837 -0.980 0.00
H -21.539 -3.576 -1.264 0.00
H -23.310 -3.803 -1.488 0.00
H -22.366 -2.770 -2.610 0.01
H -22.707 -5.834 -4.563 0.00
H -23.610 -4.340 -4.201 0.01
H -23.896 -5.826 -3.236 0.00
H -22.447 -7.204 -1.993 0.00
H -21.378 -8.544 -2.420 0.00
H -22.598 -7.969 -3.606 0.00
H -19.280 -6.525 -4.606 0.00
H -20.292 -7.908 -4.942 0.00
H -19.158 -7.963 -3.548 0.00
H -16.775 -2.144 -7.724 0.00
H -16.990 -3.656 -8.630 0.00
H -15.548 -3.455 -7.634 0.00
H -17.556 -5.591 -5.430 0.00
H -15.909 -5.356 -6.075 0.00
H -17.283 -5.754 -7.162 0.00
N -20.925 -2.034 -5.023 0.14
C -22.106 -1.978 -5.560 0.55
C -22.874 -1.150 -6.281 0.13
C -24.008 -1.742 -6.897 0.02
N -24.838 -2.376 -7.349 0.02
C -22.491 0.228 -6.398 0.02
N -22.013 1.273 -6.388 0.03
```

Summary:
- spin multiplicity = 5
- orbital gap (alpha / beta) (Ha) = 0.2884 / 0.1742
- charge = +2
- HOMO energy (alpha / beta) (eV) = -13.19 / -12.99
- calculated total energy (eV) = -194835.8339
- LUMO level (alpha / beta) (eV) = -5.342 / -8.251

***

[2]
C36H40N9PS2V as an isolated structure, computed with ωB97M-V/def2-TZVPD.

The geometry in XYZ format:
```
89
Properties=species:S:1:pos:R:3:lowdin_spin:R:1
V -0.130 0.162 0.951 1.49
N 1.611 0.034 2.369 -0.02
C 3.018 0.109 1.937 0.00
C 4.047 0.088 2.860 0.00
C 5.354 0.150 2.396 0.00
C 5.620 0.231 1.028 0.00
C 4.580 0.259 0.117 0.00
C 3.266 0.197 0.587 -0.02
P 1.877 0.254 -0.531 -0.14
C 1.892 -1.260 -1.468 -0.03
C 2.497 -2.396 -0.896 -0.02
C 2.633 -3.550 -1.647 0.00
C 2.180 -3.577 -2.965 -0.04
C 1.559 -2.464 -3.527 0.00
C 1.390 -1.313 -2.779 -0.02
C 2.112 1.690 -1.584 -0.02
C 2.755 1.548 -2.818 -0.01
C 3.127 2.680 -3.533 0.00
C 2.870 3.945 -3.024 -0.01
C 2.249 4.090 -1.785 0.00
C 1.871 2.969 -1.068 0.00
H 1.472 -0.855 2.848 0.00
H 1.461 0.738 3.087 0.00
H 3.845 0.024 3.924 0.00
H 6.172 0.136 3.105 0.00
H 6.644 0.278 0.677 0.00
H 4.788 0.338 -0.945 0.00
H 2.907 -2.360 0.106 0.00
H 3.122 -4.418 -1.222 0.00
H 2.319 -4.472 -3.561 0.00
H 1.217 -2.498 -4.555 0.00
H 0.911 -0.447 -3.222 0.00
H 2.996 0.572 -3.219 0.00
H 3.633 2.567 -4.483 0.00
H 3.173 4.822 -3.584 0.00
H 2.084 5.079 -1.375 0.00
H 1.419 3.095 -0.093 0.00
S -4.181 -0.728 7.123 0.00
N -3.632 0.623 6.451 0.00
C -2.925 0.239 5.399 0.00
C -2.195 1.127 4.508 0.00
C -2.058 2.506 4.713 0.01
C -1.242 3.233 3.874 0.00
C -0.618 2.600 2.810 0.01
N -0.770 1.285 2.568 -0.02
C -1.533 0.554 3.435 0.00
C -1.530 -0.883 3.229 0.00
N -0.814 -1.340 2.159 -0.01
C -0.640 -2.670 2.016 0.01
C -1.189 -3.585 2.895 0.00
C -1.956 -3.128 3.951 0.01
C -2.127 -1.751 4.134 0.00
C -2.878 -1.159 5.228 0.00
N -3.549 -1.835 6.147 0.00
H -2.574 2.973 5.547 0.00
H -1.081 4.292 4.030 0.00
H 0.020 3.154 2.137 0.00
H -0.041 -3.003 1.175 0.00
H -1.016 -4.643 2.744 0.00
H -2.414 -3.817 4.654 0.00
C -1.343 4.362 -3.272 0.00
N -1.350 3.732 -1.938 -0.01
C -1.247 2.440 -1.745 0.00
N -1.100 1.599 -2.746 0.00
S -1.299 1.952 -0.022 -0.11
H -1.231 5.434 -3.142 0.00
H -2.282 4.164 -3.791 0.00
H -0.498 3.995 -3.857 0.00
H -1.475 4.320 -1.128 0.00
H -1.150 1.930 -3.700 0.00
H -1.313 0.615 -2.551 0.00
C -3.861 -1.165 -3.057 0.00
C -2.863 -1.879 -2.154 0.00
C -3.602 -2.708 -1.103 0.00
C -1.927 -2.749 -2.973 0.00
N -2.089 -0.747 -1.509 0.00
N -1.171 -1.208 -0.488 -0.02
H -4.492 -1.899 -3.558 0.00
H -3.355 -0.582 -3.829 0.00
H -4.524 -0.504 -2.487 0.00
H -4.254 -3.432 -1.592 0.00
H -4.238 -2.080 -0.470 0.00
H -2.929 -3.299 -0.471 0.00
H -2.514 -3.472 -3.540 0.00
H -1.230 -3.331 -2.360 0.00
H -1.362 -2.148 -3.690 0.00
H -2.784 -0.207 -0.996 0.00
H -0.450 -1.749 -0.970 0.00
H -1.667 -1.873 0.101 0.00
```

Summary:
- spin multiplicity = 2
- orbital gap (alpha / beta) (Ha) = 0.1808 / 0.2416
- charge = +4
- HOMO energy (alpha / beta) (eV) = -18.93 / -18.94
- calculated total energy (eV) = -108004.2921
- LUMO level (alpha / beta) (eV) = -14.011 / -12.364

***

[3]
C36H40P3S2Ti as an isolated structure, computed with ωB97M-V/def2-TZVPD.

The geometry in XYZ format:
```
82
Properties=species:S:1:pos:R:3:lowdin_charge:R:1
Ti 1.844 -0.383 1.645 0.16
C 0.522 -1.856 3.125 -0.18
C 0.606 -0.604 3.742 -0.20
C 1.967 -0.358 4.049 -0.23
C 2.721 -1.474 3.648 -0.20
C 1.827 -2.392 3.052 -0.22
H -0.372 -2.310 2.727 0.09
H -0.197 0.099 3.892 0.09
H 2.356 0.547 4.486 0.09
H 3.790 -1.565 3.716 0.09
H 2.086 -3.360 2.657 0.07
S 3.818 0.173 0.964 0.06
P -0.710 -0.597 -0.610 0.94
C 0.219 0.321 0.560 -0.72
P 0.012 1.935 1.052 0.40
S 1.429 2.343 2.395 0.32
C -1.619 2.287 1.819 -0.32
C -2.117 3.583 1.936 -0.09
C -3.302 3.823 2.615 -0.09
C -3.995 2.772 3.201 -0.10
C -3.494 1.482 3.111 -0.08
C -2.311 1.244 2.425 -0.10
C 0.096 3.168 -0.305 -0.33
C 1.354 3.653 -0.661 -0.11
C 1.498 4.487 -1.760 -0.09
C 0.389 4.847 -2.516 -0.10
C -0.866 4.373 -2.164 -0.09
C -1.008 3.540 -1.064 -0.10
C -0.574 0.271 -2.243 -0.37
C 0.585 0.990 -2.532 -0.13
C 0.798 1.531 -3.790 -0.09
C -0.144 1.359 -4.795 -0.11
C -1.293 0.626 -4.532 -0.11
C -1.499 0.079 -3.273 -0.11
C -2.527 -0.408 -0.281 -0.37
C -3.116 -1.410 0.490 -0.12
C -4.449 -1.343 0.872 -0.10
C -5.231 -0.269 0.469 -0.11
C -4.672 0.721 -0.329 -0.09
C -3.339 0.645 -0.701 -0.11
H -1.570 4.409 1.497 0.11
H -3.683 4.835 2.692 0.10
H -4.922 2.960 3.729 0.09
H -4.028 0.656 3.565 0.10
H -1.914 0.241 2.340 0.08
H 2.214 3.358 -0.071 0.08
H 2.481 4.853 -2.030 0.10
H 0.503 5.495 -3.376 0.09
H -1.735 4.647 -2.750 0.10
H -1.993 3.185 -0.786 0.09
H 1.321 1.120 -1.747 0.09
H 1.702 2.098 -3.982 0.10
H 0.016 1.792 -5.776 0.09
H -2.032 0.478 -5.312 0.09
H -2.396 -0.500 -3.087 0.10
H -2.507 -2.254 0.800 0.08
H -4.878 -2.128 1.482 0.10
H -6.270 -0.207 0.768 0.09
H -5.275 1.560 -0.655 0.10
H -2.921 1.413 -1.340 0.08
C 2.945 -2.738 -2.877 -0.15
C 2.275 -1.842 -1.839 -0.41
P 2.342 -2.364 -0.083 0.88
C 4.085 -2.966 -0.006 -0.44
C 4.593 -3.382 1.367 -0.16
C 1.530 -4.028 -0.067 -0.39
C 0.008 -4.070 -0.030 -0.17
H 2.746 -2.350 -3.878 0.07
H 2.569 -3.762 -2.845 0.06
H 4.027 -2.774 -2.747 0.06
H 1.220 -1.716 -2.080 0.03
H 2.720 -0.845 -1.852 0.06
H 4.694 -2.139 -0.374 0.05
H 4.171 -3.799 -0.712 0.07
H 4.571 -2.529 2.039 0.02
H 5.625 -3.735 1.296 0.07
H 4.002 -4.193 1.801 0.06
H 1.930 -4.535 0.816 0.06
H 1.907 -4.588 -0.928 0.07
H -0.379 -3.464 0.788 0.03
H -0.344 -5.097 0.098 0.07
H -0.429 -3.666 -0.943 0.05
```

Summary:
- orbital gap (Ha) = 0.2384
- charge = -1
- HOMO energy (eV) = -3.91
- calculated total energy (eV) = -110637.7317
- LUMO level (eV) = 2.577

***

[4]
C36H41AsBCoN8O2 as an isolated structure, computed with ωB97M-V/def2-TZVPD.

The geometry in XYZ format:
```
90
Properties=species:S:1:pos:R:3:lowdin_charge:R:1
Co -1.429 -0.384 0.172 0.70
C -0.973 0.441 -3.144 0.00
C -0.401 -0.813 -2.573 -0.28
C 0.297 -1.828 -3.219 0.02
C 0.507 -2.810 -2.269 -0.01
N -0.039 -2.406 -1.118 0.06
N -0.580 -1.185 -1.295 0.01
B -0.386 -3.188 0.188 -0.61
N -1.958 -3.120 0.326 0.07
C -2.926 -4.035 0.476 -0.01
C -4.156 -3.426 0.360 0.02
C -3.887 -2.078 0.138 -0.27
C -4.858 -0.979 -0.167 0.00
N -2.556 -1.908 0.151 0.01
N 0.149 -2.316 1.348 0.06
C 1.022 -2.553 2.325 0.00
C 0.983 -1.493 3.215 0.03
C 0.038 -0.605 2.716 -0.26
C -0.438 0.667 3.325 0.00
N -0.476 -1.131 1.586 0.04
N 0.251 -4.535 0.138 0.00
C -0.176 -5.829 0.083 -0.05
C 0.925 -6.628 0.007 0.00
C 2.025 -5.745 0.019 -0.34
C 3.484 -6.091 -0.043 -0.02
N 1.628 -4.486 0.093 0.11
H -1.240 0.281 -4.187 0.10
H -0.254 1.258 -3.109 0.06
H -1.878 0.743 -2.614 0.07
H 0.598 -1.845 -4.255 0.13
H 0.997 -3.769 -2.335 0.14
H -2.700 -5.066 0.675 0.12
H -5.126 -3.894 0.419 0.13
H -5.469 -1.270 -1.020 0.10
H -4.359 -0.045 -0.410 0.05
H -5.537 -0.804 0.670 0.10
H 1.615 -3.455 2.316 0.13
H 1.556 -1.377 4.123 0.12
H 0.286 1.021 4.055 0.10
H -1.386 0.509 3.844 0.10
H -0.572 1.429 2.569 0.03
H -1.212 -6.111 0.080 0.10
H 0.947 -7.705 -0.050 0.12
H 3.621 -7.169 -0.093 0.08
H 4.010 -5.719 0.835 0.08
H 3.954 -5.646 -0.920 0.08
O -0.437 1.170 0.146 -0.47
As 0.858 2.185 -0.289 1.30
C 0.120 3.756 -1.040 -0.31
C 0.759 4.970 -0.801 -0.08
C 0.221 6.136 -1.329 -0.05
C -0.945 6.084 -2.079 -0.04
C -1.585 4.871 -2.307 -0.05
C -1.057 3.700 -1.785 -0.09
C 1.821 2.688 1.252 -0.32
C 3.161 2.330 1.385 -0.07
C 3.846 2.696 2.538 -0.05
C 3.195 3.406 3.537 -0.04
C 1.863 3.783 3.385 -0.06
C 1.174 3.429 2.240 -0.12
C 2.028 1.260 -1.441 -0.34
C 2.516 1.880 -2.588 -0.08
C 3.456 1.213 -3.364 -0.05
C 3.895 -0.051 -2.987 -0.04
C 3.401 -0.662 -1.839 -0.05
C 2.465 -0.007 -1.055 -0.11
H 1.669 5.010 -0.215 0.11
H 0.711 7.085 -1.149 0.12
H -1.363 6.997 -2.486 0.12
H -2.496 4.839 -2.893 0.12
H -1.558 2.760 -1.949 0.07
H 3.673 1.785 0.604 0.10
H 4.890 2.433 2.647 0.12
H 3.731 3.683 4.437 0.12
H 1.370 4.362 4.156 0.12
H 0.149 3.756 2.103 0.11
H 2.171 2.866 -2.877 0.11
H 3.851 1.684 -4.255 0.12
H 4.636 -0.561 -3.590 0.12
H 3.742 -1.649 -1.554 0.12
H 2.089 -0.476 -0.152 0.11
C -4.279 2.463 1.049 -0.05
C -2.916 2.031 1.527 -0.22
O -2.721 0.592 1.314 -0.14
H -4.359 3.549 1.134 0.10
H -5.081 2.022 1.646 0.09
H -4.432 2.192 0.002 0.08
H -2.775 2.235 2.586 0.12
H -2.124 2.515 0.971 0.09
H -3.258 0.087 1.937 0.13
```

Summary:
- orbital gap (Ha) = 0.2441
- charge = +2
- HOMO energy (eV) = -13.67
- calculated total energy (eV) = -153144.6505
- LUMO level (eV) = -7.029

***

[5]
C36H41CdN12S2 as an isolated structure, computed with ωB97M-V/def2-TZVPD.

The geometry in XYZ format:
```
92
Properties=species:S:1:pos:R:3:lowdin_charge:R:1
Cd 0.347 -0.094 -0.590 1.20
C 1.407 -3.299 3.668 -0.06
N 1.280 -1.920 3.240 -0.15
C 2.280 -1.488 2.289 -0.07
C 0.135 -1.190 3.416 -0.38
N -0.288 -0.385 2.499 0.15
C -0.970 0.769 2.884 -0.25
C -0.410 1.506 3.914 -0.08
C -0.982 2.689 4.395 -0.10
C -2.133 3.148 3.834 -0.06
C -2.734 2.460 2.749 -0.16
C -3.919 3.006 2.206 -0.06
C -4.530 2.402 1.151 -0.08
C -3.974 1.246 0.600 -0.05
C -2.816 0.652 1.081 -0.26
N -2.308 -0.395 0.316 0.10
C -3.101 -1.275 -0.211 -0.42
N -2.921 -1.791 -1.458 -0.14
C -2.274 -1.037 -2.515 -0.07
C -3.073 -3.206 -1.739 -0.05
N -4.187 -1.831 0.458 -0.16
C -4.240 -1.764 1.894 -0.07
C -5.473 -1.948 -0.199 -0.07
C -2.156 1.257 2.221 -0.03
N -0.479 -1.441 4.650 -0.16
C 0.320 -1.411 5.859 -0.08
C -1.865 -1.105 4.888 -0.05
H 1.397 -3.962 2.799 0.08
H 0.588 -3.570 4.328 0.08
H 2.354 -3.444 4.200 0.08
H 3.261 -1.476 2.777 0.09
H 2.034 -0.490 1.942 0.04
H 2.323 -2.150 1.423 0.07
H 0.522 1.152 4.340 0.11
H -0.509 3.227 5.208 0.10
H -2.603 4.059 4.186 0.10
H -4.306 3.926 2.628 0.10
H -5.422 2.829 0.710 0.10
H -4.422 0.820 -0.291 0.12
H -2.102 -0.012 -2.196 0.03
H -2.926 -1.026 -3.396 0.09
H -1.321 -1.484 -2.797 0.06
H -3.669 -3.347 -2.646 0.09
H -3.560 -3.711 -0.909 0.09
H -2.089 -3.659 -1.895 0.07
H -3.225 -1.850 2.273 0.07
H -4.825 -2.608 2.269 0.09
H -4.682 -0.833 2.270 0.09
H -5.356 -1.816 -1.271 0.09
H -6.164 -1.181 0.173 0.09
H -5.919 -2.929 -0.013 0.08
H 1.372 -1.551 5.623 0.08
H 0.006 -2.202 6.546 0.09
H 0.205 -0.447 6.372 0.09
H -2.420 -1.131 3.959 0.06
H -1.988 -0.107 5.323 0.09
H -2.291 -1.841 5.576 0.09
N 5.153 0.628 -0.223 0.10
C 5.456 -0.483 -0.977 -0.09
C 4.271 -1.135 -1.151 -0.13
N 3.261 -0.452 -0.531 0.09
C 3.811 0.599 0.014 -0.30
C 3.052 1.601 0.746 -0.29
N 1.744 1.612 0.806 0.05
C 1.392 2.715 1.534 -0.14
C 2.510 3.391 1.916 -0.07
N 3.570 2.673 1.404 0.10
H 5.810 1.332 0.060 0.14
H 6.454 -0.689 -1.319 0.10
H 4.081 -2.046 -1.695 0.10
H 0.358 2.976 1.697 0.10
H 2.646 4.293 2.486 0.11
H 4.538 2.919 1.506 0.14
S -0.732 2.207 -1.255 0.44
C 0.110 2.112 -2.766 -1.25
S 1.090 0.740 -3.105 0.39
C -0.023 3.146 -3.696 -0.43
C 0.619 3.119 -4.967 -0.30
N 1.115 3.140 -6.010 0.10
C -0.817 4.303 -3.439 -0.31
N -1.444 5.258 -3.272 0.10
C 0.180 -5.131 -0.840 -0.14
C -0.508 -4.464 0.168 -0.14
C -0.471 -3.074 0.239 -0.20
C 0.247 -2.294 -0.675 -0.28
C 0.918 -2.996 -1.683 -0.19
C 0.890 -4.385 -1.773 -0.12
H 0.152 -6.212 -0.908 0.09
H -1.080 -5.030 0.898 0.09
H -1.030 -2.578 1.026 0.06
H 1.465 -2.437 -2.440 0.07
H 1.417 -4.890 -2.576 0.09
```

Summary:
- orbital gap (Ha) = 0.2150
- charge = -1
- HOMO energy (eV) = -3.93
- calculated total energy (eV) = -82115.5216
- LUMO level (eV) = 1.922